(1)
ORCA calculation (ωB97M-V/def2-TZVPD) on a molecular structure, C24H44AlBBe2Br3Cl2CsF5NO14P3S2 at a distorted geometry.

## Properties
Maximum force   12.351 eV/Å
HOMO level   -12.8 eV
Total charge   +3
Gap between HOMO and LUMO   1.57 eV

Last column: Löwdin charge in e.
Geometry (Å):
C 7.007 -3.236 3.901  -0.35
C 6.210 -4.511 3.375  -0.48
O 6.282 -5.459 4.044  0.20
O 5.491 -4.626 2.194  0.01
C 4.945 -3.393 1.668  -0.17
C 3.683 -2.905 2.521  -0.12
C 2.570 -2.216 1.578  -0.17
C 2.285 -0.792 2.111  -0.22
C 1.261 0.111 1.228  -0.19
C 1.399 -0.221 -0.287  -0.22
P 0.551 1.019 -1.549  0.60
C -0.666 1.736 -2.865  -0.26
P -0.108 1.773 -4.607  0.47
O -0.668 0.646 -5.434  -0.21
O -0.860 3.123 -5.258  -0.12
O 1.470 1.959 -5.000  -0.20
N 1.913 2.093 -1.898  -0.06
C 1.707 3.439 -2.406  -0.50
C 0.752 4.587 -2.029  0.01
O 2.541 3.780 -3.183  0.14
C 2.889 2.347 -0.873  -0.49
C 2.743 3.525 0.177  -0.06
O 3.935 1.776 -0.793  0.03
P 0.977 -0.599 -3.162  0.81
O 2.552 -1.213 -3.126  -0.49
Cl -0.275 -2.227 -2.821  0.56
O -0.801 -0.070 -1.276  -0.51
C -1.732 0.300 -0.307  -0.21
C -1.437 1.814 0.058  -0.58
S -2.722 3.083 -0.316  0.94
C -4.031 2.844 0.931  -0.36
C -4.176 1.332 1.303  -0.56
O -3.692 0.884 2.280  -0.07
O -4.854 0.529 0.371  -0.07
C -6.158 0.081 0.822  -0.19
C -6.923 -0.446 -0.447  -0.30
C -8.201 0.458 -0.789  -0.03
O -7.406 -1.768 -0.291  0.00
C -6.357 -2.651 -0.203  -0.44
O -5.883 -2.943 0.865  0.06
C -5.742 -3.365 -1.457  -0.37
S -6.159 -2.500 -3.035  0.80
O -0.089 2.078 -0.317  -0.30
H 6.945 -3.238 5.048  0.14
H 6.595 -2.216 3.522  -0.11
H 8.150 -3.292 3.630  -0.11
H 5.756 -2.591 1.523  0.11
H 4.615 -3.621 0.626  0.13
H 4.077 -2.192 3.281  0.10
H 3.293 -3.819 3.018  0.13
H 3.009 -2.267 0.557  0.09
H 1.694 -2.899 1.607  0.13
H 1.776 -0.904 3.106  0.13
H 3.199 -0.232 2.337  -0.04
H 1.490 1.152 1.527  0.07
H 0.260 -0.131 1.656  0.12
H 0.887 -1.206 -0.403  0.08
H 2.471 -0.424 -0.492  0.07
H -1.091 2.729 -2.570  0.06
H -1.587 1.093 -2.885  0.10
H -0.274 3.534 -5.910  0.08
H 2.116 1.708 -4.329  -0.02
H 0.248 4.919 -2.971  0.11
H -0.046 4.383 -1.295  0.06
H 1.374 5.453 -1.713  0.11
H 3.388 4.381 -0.123  0.13
H 3.093 3.191 1.265  -0.12
H 1.701 3.899 0.268  0.10
H 2.497 -2.160 -2.877  0.06
H -1.829 -0.320 0.608  0.13
H -2.710 0.329 -0.858  0.13
H -1.398 1.838 1.181  0.12
H -3.882 3.402 1.879  0.11
H -5.002 3.171 0.507  -0.03
H -5.954 -0.727 1.554  -0.04
H -6.658 0.905 1.396  0.10
H -6.265 -0.359 -1.349  0.12
H -8.272 0.627 -1.886  0.12
H -9.103 -0.072 -0.418  0.13
H -8.187 1.452 -0.233  -0.20
H -6.079 -4.420 -1.489  0.10
H -4.640 -3.305 -1.319  0.10
H -4.955 -2.257 -3.652  -0.20
Be 3.527 -0.593 -5.013  0.72
B -3.102 -1.939 -4.938  -1.19
F -4.291 -2.606 -4.556  0.08
F -3.235 -1.431 -6.233  0.14
F -2.854 -0.872 -4.017  0.05
F -2.013 -2.852 -4.884  0.03
Br 7.211 1.533 6.679  0.78
C 7.057 0.592 4.988  -0.79
C 6.364 1.442 3.952  -0.62
Br 4.439 1.476 4.254  0.90
H 6.541 -0.352 5.193  0.05
H 8.084 0.382 4.685  -0.02
H 6.485 1.014 2.954  0.03
H 6.705 2.474 3.943  0.09
Be -6.743 -2.560 2.979  0.94
Cl -5.117 -0.451 3.554  0.13
F -8.963 -4.288 2.764  -0.61
Cs 8.415 -1.580 2.997  1.56
Br 4.096 1.962 1.801  0.85
Al -7.533 2.957 -0.125  1.18

=====

(2)
ORCA calculation (ωB97M-V/def2-TZVPD) on 3 unconnected molecules or ions with the total composition C4H14NO2 at a distorted geometry.

## Properties
Maximum force   1.370 eV/Å
Multiplicity   2
HOMO level (alpha / beta)   -18.4 / -18.4 eV
Total charge   +2
Gap between HOMO and LUMO (alpha / beta)   9.03 / 5.26 eV

Last column: Mulliken spin population.
Geometry (Å):
C -0.273 0.776 1.491  0.02
C -0.225 2.082 0.660  0.05
C 0.156 1.846 -0.748  0.34
C -0.541 2.356 -1.865  0.43
N -1.242 -0.300 0.959  0.00
H -0.628 0.944 2.503  0.00
H 0.713 0.328 1.511  0.00
H 0.562 2.709 1.110  0.06
H -1.156 2.654 0.719  0.00
H 1.058 1.246 -0.847  0.03
H -0.250 2.119 -2.873  0.03
H -1.418 2.974 -1.717  0.03
H -0.883 -1.295 1.036  0.00
H -1.556 -0.051 0.027  0.00
H -2.042 -0.309 1.599  0.00
H 1.102 -2.255 -2.336  0.00
H 1.995 -3.409 -1.902  0.00
O 1.584 -2.597 -1.572  0.00
H 0.700 -3.238 1.331  0.00
H 0.543 -2.417 0.046  0.00
O 0.345 -2.399 0.998  0.00

=====

Number 1: electronic energy -362635.00108 eV. Number 2: electronic energy -9940.30871 eV.